Entry 1:
A molecular structure, C52H52BCeF6N9O6S at a distorted geometry, computed with ωB97M-V with the def2-TZVPD basis set.

Computed properties:
- E_LUMO (spin up / spin down): -6.76 / -6.77 eV
- Kohn-Sham gap (spin up / spin down): 4.56 / 4.55 eV
- HOMO (spin up / spin down): -11.32 / -11.32 eV

```
! wB97M-V def2-TZVPD RIJCOSX def2/J DEFGRID3
* xyz 2 1
Ce -10.50821 -20.73499 -10.98942
C -15.97994 -19.08078 -12.92598
C -14.98318 -19.76891 -11.99191
C -15.35738 -20.67151 -10.96264
C -14.18155 -21.06350 -10.29901
N -13.13379 -20.35484 -10.83142
N -13.64119 -19.58027 -11.89867
B -12.74321 -18.63018 -12.83982
N -11.87519 -17.66819 -11.87315
N -10.87962 -18.11694 -10.92777
C -10.35465 -17.00786 -10.35290
C -10.97485 -15.87820 -10.88328
C -11.91195 -16.30926 -11.83344
C -12.77213 -15.35291 -12.66380
C -9.27590 -16.98753 -9.33124
C -8.90717 -15.76915 -8.73081
C -7.86616 -15.71427 -7.82939
C -7.18074 -16.87077 -7.46202
C -7.55032 -18.09160 -8.00038
C -8.57146 -18.13798 -8.96336
N -11.76194 -19.41894 -13.87071
N -10.54006 -20.03858 -13.50473
C -10.16425 -20.82886 -14.53633
C -11.12477 -20.74358 -15.56108
C -12.09349 -19.80287 -15.14922
C -13.16321 -19.21827 -16.08957
C -8.95364 -21.70274 -14.55399
C -7.76936 -21.44621 -13.83588
C -6.72297 -22.35350 -13.87497
C -6.76140 -23.49636 -14.64537
C -7.93115 -23.79203 -15.33029
C -9.00819 -22.90705 -15.28150
C -14.05363 -22.03466 -9.15578
C -15.18180 -22.38647 -8.37842
C -15.03466 -23.28905 -7.35441
C -13.78541 -23.75870 -6.96078
C -12.67717 -23.37134 -7.67745
C -12.82165 -22.58446 -8.81557
H -17.01264 -19.45735 -12.69059
H -15.95588 -17.98319 -12.74635
H -15.75293 -19.31136 -13.98583
H -16.33997 -21.02579 -10.81089
H -13.45672 -17.95145 -13.51587
H -10.77371 -14.84766 -10.67461
H -12.48655 -14.32685 -12.40529
H -12.59224 -15.49685 -13.76348
H -13.86232 -15.50016 -12.42822
H -9.44158 -14.87811 -9.01617
H -7.59312 -14.78982 -7.34305
H -6.35287 -16.80575 -6.78911
H -7.10788 -19.01876 -7.66237
H -8.78377 -19.08827 -9.46130
H -11.14897 -21.24471 -16.50072
H -12.99996 -19.60707 -17.11866
H -14.21458 -19.49749 -15.80288
H -13.09714 -18.10445 -16.16040
H -7.70760 -20.51649 -13.26636
H -5.85800 -22.15175 -13.25831
H -5.93370 -24.18227 -14.67963
H -7.99935 -24.69145 -15.93023
H -9.91237 -23.12311 -15.85095
H -16.16909 -22.01582 -8.66958
H -15.90165 -23.62053 -6.80822
H -13.72614 -24.47791 -6.15241
H -11.67670 -23.72139 -7.43107
H -11.94257 -22.45222 -9.44741
C -3.53240 -25.02509 -11.59343
C -4.58061 -25.25128 -10.51124
N -5.57081 -24.15893 -10.38643
C -6.85075 -24.45754 -10.72109
C -7.84415 -23.50737 -10.76663
C -9.25887 -23.85423 -11.14250
O -9.52658 -25.05763 -11.29749
O -10.14210 -22.92261 -11.29103
C -7.51414 -22.11605 -10.52090
O -8.24745 -21.08760 -10.76740
C -6.18199 -21.87917 -9.97882
C -5.76981 -20.57015 -9.65919
C -4.59619 -20.41099 -8.95714
F -4.31045 -19.14756 -8.50994
C -3.66088 -21.47721 -8.63538
C -4.04011 -22.74569 -9.10118
C -5.25359 -22.95452 -9.77326
N -2.49421 -21.34664 -7.85713
C -2.52890 -20.55552 -6.64114
C -1.47152 -21.00473 -5.62518
N -0.43479 -21.94338 -6.19094
C -0.01875 -21.62336 -7.60730
C -1.22521 -21.52764 -8.56133
H -2.98336 -25.96285 -11.71869
H -2.80859 -24.24267 -11.29045
H -3.99554 -24.75648 -12.55367
H -4.08405 -25.48146 -9.54526
H -5.12276 -26.19007 -10.74295
H -7.02053 -25.49338 -11.01932
H -6.34930 -19.69041 -9.95764
H -3.39170 -23.58879 -8.93039
H -3.51560 -20.63374 -6.17512
H -2.41982 -19.48269 -6.86987
H -1.94421 -21.51582 -4.76527
H -0.94017 -20.10159 -5.24040
H -0.74222 -22.92360 -6.12023
H 0.41819 -21.87978 -5.61343
H 0.68964 -22.41699 -7.92260
H 0.49682 -20.66408 -7.57146
H -1.21847 -22.47690 -9.16065
H -1.09264 -20.70083 -9.27578
F -10.71968 -17.35936 -4.38204
C -10.49824 -18.46122 -5.13854
C -11.23931 -18.62766 -6.30725
F -12.19878 -17.73363 -6.62368
C -10.92743 -19.64625 -7.20702
F -11.64941 -19.76417 -8.35867
C -9.85845 -20.54018 -6.98277
S -9.46488 -21.75176 -8.10673
C -9.09098 -20.30080 -5.81435
F -7.97181 -21.01614 -5.64237
C -9.38266 -19.27655 -4.91629
F -8.60008 -19.03340 -3.85684
O -8.02342 -18.60332 -12.42341
H -8.81970 -18.16837 -12.72762
H -7.36500 -17.89518 -12.43731
O -12.17932 -24.77612 -11.22068
H -12.64930 -25.60598 -10.99354
H -11.19754 -25.00991 -11.31235
O -12.44925 -22.43859 -12.76757
H -12.41926 -23.31484 -12.31376
H -12.38647 -22.69005 -13.70347
*
```

Mulliken population analysis, charges in e, atoms 1 to 4: number 1, Ce, carries 1.1240; number 2, C, carries -1.2405; number 3, C, carries 0.8754; number 4, C, carries -1.6030

***

Entry 2:
10 unconnected molecules or ions with the total composition C52H52F8O2S2 at a distorted geometry, computed with ωB97M-V with the def2-TZVPD basis set.

Computed properties:
- E_LUMO: 0.42 eV
- Kohn-Sham gap: 8.82 eV
- HOMO: -8.40 eV
- Energy relative to the best compared isomer or geometry (same formula, charge and spin): 0.000 eV

```
! wB97M-V def2-TZVPD RIJCOSX def2/J DEFGRID3
* xyz 0 1
F -2.48486 -2.61958 6.33121
C -2.61953 -1.87049 5.24448
C -2.49374 -0.50800 5.34397
C -2.74653 0.27966 4.22034
C -3.13304 -0.33179 3.04087
C -3.34553 -1.70547 2.97383
C -3.01441 -2.49216 4.06952
H -2.16923 -0.06969 6.28015
H -2.64581 1.35696 4.23514
H -3.39639 0.28245 2.18924
H -3.74268 -2.19595 2.09573
H -3.10021 -3.56375 3.93985
F 7.06146 -2.19032 0.50911
C 6.10325 -1.98294 1.45317
C 6.35497 -2.21381 2.78881
C 5.38067 -1.90638 3.72344
C 4.17833 -1.33148 3.33770
C 3.99197 -1.01209 1.99156
C 4.92907 -1.37706 1.03991
H 7.30629 -2.58083 3.15300
H 5.50468 -2.15163 4.76988
H 3.36264 -1.07222 3.99818
H 3.01259 -0.67024 1.66451
H 4.74240 -1.21292 -0.01188
F 3.09288 -0.79613 -1.61002
C 3.50388 0.48012 -1.53566
C 2.72100 1.41382 -0.90229
C 3.18322 2.71723 -0.80206
C 4.44359 3.06287 -1.26531
C 5.20500 2.10832 -1.91589
C 4.73642 0.81848 -2.06330
H 1.76135 1.19456 -0.44525
H 2.69275 3.48131 -0.21259
H 4.83609 4.05432 -1.09429
H 6.22495 2.30200 -2.22308
H 5.33103 -0.00191 -2.44830
F 3.79981 5.16235 5.04993
C 3.13277 4.47954 4.17067
C 3.66935 3.32100 3.67311
C 2.91853 2.60026 2.75246
C 1.66698 3.03879 2.34600
C 1.20636 4.27799 2.80839
C 1.90912 4.97561 3.76729
H 4.65887 2.98195 3.94412
H 3.39766 1.72594 2.32393
H 1.17505 2.58289 1.49730
H 0.22326 4.51298 2.40848
H 1.54857 5.91538 4.16495
F -0.60277 2.39580 -2.42173
C -0.99294 1.80645 -3.55908
C -0.04189 1.08142 -4.24088
C -0.36594 0.46620 -5.43114
C -1.61527 0.71682 -5.99190
C -2.57743 1.37946 -5.23639
C -2.29562 1.93920 -4.01113
H 0.93133 0.96532 -3.77433
H 0.32587 -0.16832 -5.97138
H -1.91244 0.27072 -6.93061
H -3.54874 1.44304 -5.71762
H -2.99514 2.56480 -3.47373
F -1.34600 2.24765 1.61751
C -2.27574 2.98170 1.01554
C -1.83187 3.91708 0.09637
C -2.75183 4.71361 -0.54979
C -4.09969 4.68210 -0.20230
C -4.51175 3.80753 0.78384
C -3.61035 2.88886 1.31850
H -0.78227 3.93504 -0.17443
H -2.40090 5.45752 -1.25764
H -4.79278 5.33972 -0.70858
H -5.57778 3.68714 0.93046
H -3.94935 2.18574 2.06844
F -0.31789 -3.59496 -6.71445
C 0.42624 -3.70989 -5.62813
C -0.18036 -3.62756 -4.39872
C 0.62721 -3.60483 -3.25893
C 2.00302 -3.67368 -3.37940
C 2.58679 -3.92887 -4.61916
C 1.78382 -3.91338 -5.75521
H -1.25661 -3.54258 -4.31086
H 0.15176 -3.56132 -2.28761
H 2.61957 -3.56589 -2.49284
H 3.63868 -4.12685 -4.76096
H 2.26841 -4.11848 -6.70306
F -4.04403 -1.38064 -2.27939
C -5.19202 -0.61964 -2.28353
C -5.18618 0.63384 -1.68980
C -6.39212 1.32205 -1.66780
C -7.51468 0.84100 -2.32259
C -7.51158 -0.43484 -2.87733
C -6.33929 -1.18085 -2.81767
H -4.31512 1.00113 -1.16250
H -6.48674 2.26721 -1.14302
H -8.43569 1.41349 -2.31048
H -8.41394 -0.91569 -3.22825
H -6.31084 -2.17933 -3.23493
C 2.73454 -4.34136 2.49225
S 1.83392 -4.50505 4.04889
O 2.58404 -3.78238 5.11668
C 0.38556 -3.54527 3.62806
H 3.76240 -4.63056 2.69785
H 2.69930 -3.31648 2.12840
H 2.30984 -4.97755 1.71618
H -0.51216 -3.96939 4.06705
H 0.29832 -3.55136 2.53145
H 0.38446 -2.47148 3.84330
C -0.17252 -0.81493 1.32206
S 0.35376 -1.57355 -0.26625
O 0.17068 -3.03415 0.02948
C -1.01234 -0.96712 -1.25172
H 0.70834 -0.33718 1.75247
H -0.65345 -1.49331 2.01173
H -0.85628 -0.01727 1.03277
H -1.98179 -1.16711 -0.80751
H -1.03271 -1.33890 -2.28124
H -0.66590 0.06035 -1.43357
*
```

Mulliken population analysis, charges in e, atoms 1 to 4: number 1, F, carries -0.3655; number 2, C, carries 0.4038; number 3, C, carries -0.5860; number 4, C, carries -0.1781